No. 1
C40H38BiBrI2N11O2Sb as an isolated structure. Source: OMol25; level of theory: ωB97M-V with the def2-TZVPD basis set.

Geometry (Å):
Bi1 -0.40078 -1.55127 0.25647
O1 -1.30966 0.64894 4.11268
C1 -0.56765 1.75326 3.89632
C2 -0.83674 2.88964 4.65928
C3 -0.12727 4.05261 4.45302
C4 0.86838 4.10426 3.49042
C5 1.14439 2.98299 2.73251
C6 0.43482 1.80352 2.91939
C7 0.68387 0.62599 1.99885
O2 -0.51755 -0.00864 1.68492
N1 1.63797 -0.29655 2.58462
N2 1.93096 -1.38790 1.87287
C8 2.65883 -2.30578 2.39648
C9 3.07772 -3.51557 1.75113
Br1 1.95691 -4.24349 0.39961
C10 4.15988 -4.23880 2.08796
C11 5.21219 -3.77476 2.97578
C12 5.88658 -4.67287 3.80545
C13 6.88672 -4.23035 4.64910
C14 7.25237 -2.89387 4.65998
C15 6.61842 -2.00118 3.81295
C16 5.60879 -2.43621 2.97683
H1 -1.22463 0.08042 3.31906
H2 -1.62533 2.83453 5.39468
H3 -0.35443 4.92979 5.03912
H4 1.41253 5.02141 3.31596
H5 1.91215 3.01598 1.96958
H6 1.15887 0.99342 1.06624
H7 1.68305 -0.35436 3.60024
H8 3.02428 -2.21629 3.42528
H9 4.29451 -5.22301 1.65280
H10 5.61101 -5.71987 3.79502
H11 7.38919 -4.93270 5.30036
H12 8.04430 -2.55268 5.31090
H13 6.91314 -0.96144 3.79370
H14 5.15209 -1.74525 2.28178
N3 -3.28461 -3.13260 1.95391
C17 -2.04251 -3.42986 2.43224
N4 -1.79856 -4.22420 3.45913
N5 -0.47766 -4.24247 3.57276
N6 0.07308 -3.52396 2.68544
N7 -0.88510 -2.96828 1.90948
C18 -3.51044 -2.10975 1.09660
N8 -4.69727 -1.57338 0.85446
N9 -4.47425 -0.59839 -0.00325
N10 -3.24442 -0.52437 -0.30564
N11 -2.56494 -1.48723 0.35765
H15 -4.07529 -3.46421 2.49131
I1 2.25513 -1.81151 -2.42669
C19 1.31249 -3.65118 -2.99997
I2 -0.70772 -3.94654 -2.28980
H16 1.91691 -4.45639 -2.59398
H17 1.28975 -3.67372 -4.08586
C20 -2.27051 2.53587 1.14317
C21 -2.72897 3.17920 -0.12537
C22 -3.47335 4.35229 -0.06985
C23 -3.87104 5.00718 -1.22000
C24 -3.53025 4.48516 -2.45483
C25 -2.81540 3.30222 -2.52076
C26 -2.41266 2.64382 -1.37064
Sb1 -1.25700 0.81098 -1.64989
C27 -0.02233 1.81935 -3.18691
C28 -0.51023 1.96829 -4.47520
C29 0.22504 2.61135 -5.45540
C30 1.48724 3.09019 -5.15703
C31 1.98284 2.95039 -3.87388
C32 1.23203 2.33808 -2.87854
C33 1.76892 2.25313 -1.48029
C34 -2.63204 -0.05627 -3.10741
C35 -3.98141 0.18435 -2.87251
C36 -4.96410 -0.48540 -3.57477
C37 -4.60259 -1.39770 -4.55200
C38 -3.26610 -1.58375 -4.84426
C39 -2.26549 -0.92040 -4.13708
C40 -0.84559 -1.12754 -4.58054
H18 -2.62829 3.07532 2.01921
H19 -1.18093 2.52593 1.17837
H20 -2.61925 1.50472 1.20490
H21 -3.74004 4.75650 0.89842
H22 -4.44673 5.91999 -1.14770
H23 -3.82579 4.98753 -3.36634
H24 -2.56361 2.88736 -3.48571
H25 -1.48604 1.57424 -4.72702
H26 -0.18531 2.73377 -6.44828
H27 2.08126 3.57563 -5.91881
H28 2.96991 3.32505 -3.64007
H29 2.67662 2.84540 -1.37941
H30 2.00811 1.21593 -1.22391
H31 1.02520 2.63380 -0.77583
H32 -4.26939 0.88778 -2.10310
H33 -6.00605 -0.31246 -3.34269
H34 -5.35608 -1.96273 -5.08473
H35 -2.97847 -2.27732 -5.62458
H36 -0.66681 -2.17665 -4.81539
H37 -0.13740 -0.78192 -3.82996
H38 -0.65242 -0.55453 -5.49251

Atomic forces in eV per Å
Bi 1.3 -0.2 0.5
O -0.1 -0.2 0.0
C 0.2 0.3 -0.1
C -0.1 -0.3 0.0
C 0.0 0.0 0.0
C 0.2 0.2 -0.1
C -0.1 -0.1 0.1
C 0.0 -0.2 0.0
C 0.5 0.0 -0.2
O -0.3 -0.3 -0.1
N 0.3 0.7 1.0
N 0.4 -0.9 -0.4
C -0.3 1.1 0.3
C 0.3 -1.1 -0.4
Br 0.1 -0.1 -0.1
C -0.6 0.1 -0.4
C 0.3 0.2 0.3
C -0.1 0.0 -0.1
C 0.1 -0.1 0.1
C 0.1 0.1 0.0
C 0.0 0.1 0.1
C 0.0 0.0 -0.1
H 0.0 0.1 0.1
H -0.1 0.0 0.1
H 0.0 0.1 0.1
H 0.0 0.0 0.0
H 0.0 0.0 -0.1
H -0.1 0.0 0.2
H -0.1 0.0 -0.2
H -0.1 0.2 -0.1
H -0.1 0.1 0.0
H 0.0 0.0 0.0
H 0.0 0.0 0.0
H 0.0 0.0 0.1
H 0.0 0.0 0.0
H 0.0 0.0 0.0
N -0.5 -0.3 0.3
C 0.9 -0.2 0.2
N -1.3 0.2 -0.3
N 0.5 -0.3 0.4
N 0.7 0.2 0.0
N -0.9 -0.5 0.6
C 0.0 0.5 -0.6
N 0.0 -0.9 0.9
N -0.2 0.6 -0.5
N 0.4 0.4 -0.1
N -1.3 -0.4 0.6
H 0.1 0.1 -0.1
I -0.1 -0.2 -0.2
C -0.1 0.2 0.2
I 0.4 -0.1 -0.3
H -0.1 0.1 0.0
H -0.1 0.0 0.1
C 0.0 -0.1 0.0
C 0.0 -0.1 0.2
C 0.0 0.1 0.1
C -0.1 0.1 0.0
C -0.1 0.0 -0.1
C 0.1 -0.1 -0.2
C 0.3 -0.4 0.2
Sb -0.6 1.4 -1.9
C -0.2 -0.4 0.5
C -0.1 0.0 -0.1
C 0.0 0.0 -0.1
C 0.0 0.0 -0.1
C 0.1 0.0 0.0
C 0.1 0.0 0.0
C 0.1 0.0 -0.1
C 0.4 0.2 0.2
C -0.1 0.1 0.0
C -0.1 0.1 0.0
C 0.0 -0.1 -0.1
C 0.0 -0.1 0.0
C 0.1 0.0 -0.1
C 0.0 0.0 0.0
H 0.0 0.0 0.0
H -0.1 0.0 0.1
H 0.1 0.0 0.1
H 0.0 0.0 0.0
H 0.0 0.0 0.0
H 0.0 0.0 0.0
H -0.1 0.1 0.0
H 0.0 0.0 -0.1
H 0.0 0.0 -0.1
H 0.0 0.0 0.0
H 0.1 0.1 0.1
H 0.0 0.0 0.1
H 0.0 0.0 0.1
H 0.1 0.0 0.1
H -0.1 -0.1 0.0
H 0.0 0.0 0.0
H 0.0 0.0 0.0
H 0.0 0.0 -0.1
H 0.1 0.0 0.0
H 0.1 -0.1 -0.1
H 0.1 0.0 0.1

Properties
multiplicity = 1
net charge = 0
energy relative to the best compared isomer or geometry (same formula, charge and spin) = 0.0 kcal/mol
max |F| = 2.5 eV/A
calculated total energy = -161200.6616 eV
HOMO-LUMO gap = 7.360 eV
HOMO level = -8.29 eV

Mulliken population analysis, charges in e, atoms 1 to 5: -0.28 -0.75 0.59 -0.56 -0.44



No. 2
C40H38BiBrI2N11O2Sb as an isolated structure. Source: OMol25; level of theory: ωB97M-V with the def2-TZVPD basis set.

Geometry (Å):
Bi1 0.14673 -1.54902 1.03872
O1 -0.58942 3.74002 3.32957
C1 0.72032 3.67431 3.08621
C2 1.58897 4.69762 3.50372
C3 2.91320 4.69532 3.12750
C4 3.41341 3.64942 2.35664
C5 2.60835 2.53934 2.05556
C6 1.26609 2.56656 2.35089
C7 0.36499 1.43827 1.79752
O2 1.18348 0.33366 1.43733
N1 -0.70030 1.10514 2.71292
N2 -1.48396 -0.03168 2.19929
C8 -2.37427 -0.39290 3.13560
C9 -3.12216 -1.61045 3.21438
Br1 -3.51658 -2.66852 1.62491
C10 -3.53715 -2.14663 4.43541
C11 -4.32067 -3.36559 4.63164
C12 -3.64673 -4.57034 5.03110
C13 -4.29271 -5.77355 5.00167
C14 -5.70080 -5.78383 4.62256
C15 -6.39166 -4.59254 4.33473
C16 -5.69005 -3.40068 4.29988
H1 -0.99230 2.82689 3.15375
H2 1.23270 5.52151 4.09212
H3 3.56638 5.52739 3.43387
H4 4.41128 3.75433 1.89591
H5 3.07800 1.67091 1.61930
H6 -0.09848 1.80762 0.84451
H7 -0.15425 0.72147 3.51807
H8 -2.60590 0.30750 3.95758
H9 -3.21301 -1.57762 5.31932
H10 -2.57368 -4.50073 5.22387
H11 -3.79165 -6.67701 5.27198
H12 -6.14598 -6.75930 4.44188
H13 -7.49215 -4.54912 4.16406
H14 -6.19562 -2.52613 3.91538
N3 3.86782 -2.16351 1.99415
C17 2.94911 -2.76871 2.85454
N4 3.39396 -3.46705 3.87924
N5 2.24639 -3.95994 4.41063
N6 1.21516 -3.54805 3.79533
N7 1.59674 -2.72136 2.73323
C18 3.55759 -2.32593 0.63087
N8 4.49486 -2.76968 -0.22495
N9 3.75743 -2.92886 -1.36366
N10 2.54013 -2.56724 -1.21881
N11 2.35869 -2.11779 0.05327
H15 4.86480 -2.39733 2.21987
I1 -2.93941 -2.52467 -1.79728
C19 -2.62582 -4.57774 -1.39024
I2 -0.66554 -4.99876 -0.40348
H16 -2.56409 -5.11059 -2.32210
H17 -3.40174 -4.84131 -0.67393
C20 -2.73342 1.82991 -1.44087
C21 -1.83673 3.03905 -1.51417
C22 -2.41061 4.32091 -1.28170
C23 -1.62486 5.44617 -1.45228
C24 -0.29194 5.32130 -1.83137
C25 0.25682 4.06859 -2.13108
C26 -0.48236 2.91418 -1.91558
Sb1 0.39690 0.94533 -2.05775
C27 -0.19098 0.36288 -4.10158
C28 -1.02879 1.17579 -4.83290
C29 -1.63276 0.70659 -5.99589
C30 -1.43261 -0.60146 -6.42770
C31 -0.53850 -1.44656 -5.73879
C32 0.02784 -0.97063 -4.51826
C33 1.02358 -1.79998 -3.73896
C34 2.62835 1.29080 -2.24720
C35 3.22887 1.14913 -1.00375
C36 4.58511 1.35986 -0.83192
C37 5.36264 1.81744 -1.90736
C38 4.79775 1.89872 -3.16511
C39 3.38655 1.65091 -3.36347
C40 2.83202 1.75881 -4.77515
H18 -3.77671 2.09839 -1.19693
H19 -2.41621 1.09557 -0.69994
H20 -2.78512 1.31501 -2.43916
H21 -3.39309 4.36917 -0.84677
H22 -2.07425 6.46109 -1.28816
H23 0.32268 6.22862 -1.99274
H24 1.34354 3.98856 -2.39158
H25 -1.21699 2.18343 -4.51392
H26 -2.19602 1.34085 -6.67359
H27 -2.00254 -0.91642 -7.31019
H28 -0.29992 -2.46747 -6.01305
H29 0.82898 -2.85321 -3.98510
H30 0.99782 -1.70570 -2.63583
H31 2.10776 -1.59968 -3.96278
H32 2.65181 0.93240 -0.08167
H33 5.01839 1.26744 0.15800
H34 6.42529 2.08561 -1.74384
H35 5.42625 2.17083 -4.03401
H36 3.71576 2.03554 -5.38623
H37 2.10328 2.58286 -4.88510
H38 2.38595 0.83626 -5.16059

Atomic forces in eV per Å
Bi 3.7 0.0 -0.2
O -1.4 -0.9 0.2
C 1.7 -0.7 -1.0
C -0.8 -0.5 0.0
C 0.6 -0.1 -0.4
C 0.5 0.1 -0.3
C 1.0 0.9 0.2
C -1.2 0.1 0.8
C 0.9 0.6 -2.0
O -1.5 -1.2 0.6
N 0.2 -1.4 0.7
N -1.4 -0.1 3.4
C 1.7 1.4 -1.8
C -1.6 -2.6 1.3
Br 0.5 1.0 0.9
C 1.1 2.1 -1.8
C -0.3 -1.5 -0.3
C 0.1 1.8 -0.5
C -2.9 0.6 -0.7
C 1.5 0.2 0.1
C -0.2 -1.0 0.4
C 1.2 0.2 0.1
H 0.6 1.5 0.2
H -0.4 0.1 0.2
H -0.4 -0.4 -0.3
H -0.4 -0.4 0.6
H -0.2 0.1 -0.2
H 0.0 -0.1 0.7
H -0.8 0.3 -0.3
H 0.6 -0.3 -0.2
H -0.2 -0.2 -0.3
H -0.3 -0.1 0.1
H 0.2 -0.4 -0.1
H -0.3 0.2 0.4
H 1.1 -0.4 -0.1
H 0.1 0.3 0.2
N -0.1 0.0 -0.4
C 1.0 0.9 -0.5
N -1.4 -0.1 -0.6
N -0.1 0.2 0.4
N -0.9 0.4 -0.5
N 0.7 -0.4 0.6
C 1.6 0.1 0.3
N -2.6 0.3 0.2
N 0.6 0.2 -0.4
N 0.0 0.1 0.0
N 0.0 -0.4 0.8
H -1.6 0.2 -0.4
I 0.3 0.1 -0.5
C 1.1 0.4 1.1
I -1.0 0.3 -0.5
H -0.3 -0.2 0.0
H 0.2 -0.4 -0.4
C -0.7 -0.3 -0.7
C -0.2 0.6 -0.2
C 1.4 -1.4 0.0
C -0.3 1.1 0.2
C 0.4 0.5 -0.9
C 1.1 0.4 0.7
C -0.7 0.0 -0.2
Sb 1.0 -0.4 -0.9
C -0.3 -0.7 0.9
C -0.3 0.1 -0.6
C 0.2 -0.3 -0.4
C 0.4 -0.4 0.1
C -0.3 1.2 1.5
C 0.8 0.5 -0.6
C 0.3 -0.6 -0.2
C -1.4 0.2 0.0
C 0.1 -0.1 1.1
C 0.3 0.7 -0.3
C 0.4 -0.4 0.5
C -1.3 0.0 -0.6
C 1.1 -0.1 0.0
C 0.8 0.7 0.0
H 0.5 0.0 0.0
H 0.2 -0.1 0.1
H 0.2 0.3 0.8
H -0.4 0.1 -0.3
H 0.6 -1.1 -0.1
H -0.5 -0.7 0.2
H -1.1 0.1 0.1
H 0.0 0.4 0.1
H -0.2 0.2 0.5
H 0.5 -0.1 0.3
H -0.2 0.1 -0.3
H 0.3 0.1 0.3
H -0.4 0.0 -0.7
H -1.0 0.0 -0.1
H 0.2 -0.2 -1.1
H 0.0 0.0 -0.1
H -0.8 -0.3 -0.2
H -0.5 -0.1 0.6
H -0.7 -0.3 -0.1
H 0.2 -0.4 0.2
H 0.1 0.1 0.2

Properties
multiplicity = 1
net charge = 0
energy relative to the best compared isomer or geometry (same formula, charge and spin) = 83.3 kcal/mol
max |F| = 3.7 eV/A
calculated total energy = -161197.0482 eV
HOMO-LUMO gap = 5.962 eV
HOMO level = -8.23 eV

Mulliken population analysis, charges in e, atoms 1 to 5: 1.94 -0.71 0.34 -0.68 -0.48



No. 3
C40H39BrN7O4S5Tl as an isolated structure. Source: OMol25; level of theory: ωB97M-V with the def2-TZVPD basis set.

Geometry (Å):
Tl1 5.05019 -20.50943 1.85090
C1 3.11583 -22.72304 4.01491
C2 2.25177 -23.09350 2.80352
N1 1.02758 -22.40855 2.65827
C3 -0.09359 -22.76705 3.42578
C4 -0.23479 -21.95803 4.69460
S1 -0.29452 -20.16077 4.36918
C5 1.45283 -19.77306 3.92212
C6 2.56282 -20.38785 4.90865
N2 3.48084 -21.27388 4.12231
H1 4.04446 -23.31391 4.11701
H2 2.50417 -23.02888 4.88360
H3 2.17065 -24.21520 2.86353
H4 2.80613 -22.94843 1.91943
H5 0.77780 -22.26094 1.66807
H6 -0.12164 -23.84430 3.69175
H7 -0.89738 -22.53458 2.78605
H8 0.54230 -22.07706 5.41637
H9 -1.22226 -22.24840 5.11755
H10 1.45789 -18.69695 3.73977
H11 1.66371 -20.06028 2.90563
H12 2.09435 -20.97254 5.68954
H13 3.17575 -19.67804 5.39136
H14 4.33271 -21.26707 4.62710
O1 10.07191 -16.25616 -2.00643
C7 9.75011 -16.68364 -0.72492
O2 10.70895 -16.86777 0.05156
C8 8.37726 -16.98150 -0.37707
C9 8.13689 -17.58711 0.83115
C10 6.84467 -17.83669 1.28576
C11 5.67597 -17.58617 0.54947
C12 5.96755 -16.93392 -0.77864
C13 7.24854 -16.69366 -1.17592
N3 4.50865 -18.07721 1.03483
C14 3.40771 -17.81404 0.15922
C15 2.68598 -16.52091 0.22904
C16 2.14975 -15.86008 -0.87917
C17 1.12755 -14.90404 -0.70566
C18 0.79366 -14.52483 0.54686
C19 1.50678 -15.13374 1.62468
N4 2.39374 -16.10980 1.49293
H15 9.18150 -15.98208 -2.40911
H16 9.05752 -17.82936 1.47210
H17 6.76895 -18.32196 2.35089
H18 5.11261 -16.65042 -1.37908
H19 7.43114 -16.20749 -2.12312
H20 3.73190 -18.02587 -0.95273
H21 2.51491 -16.12408 -1.87623
H22 0.54267 -14.49417 -1.57122
H23 -0.06500 -13.82536 0.73556
H24 1.26210 -14.83973 2.61920
S2 1.16052 -21.50893 -1.07734
C20 2.36277 -20.31379 -0.92643
S3 3.79880 -20.15266 -1.89148
S4 2.04870 -19.13476 0.35681
O3 7.77771 -22.97949 5.51556
S5 7.34764 -22.48416 4.16847
O4 6.28139 -23.28960 3.54923
N5 6.76587 -20.98425 4.14270
C21 7.01768 -20.09383 5.14295
C22 8.05193 -20.14830 6.09775
C23 8.17041 -19.17276 7.12746
C24 7.39973 -18.03404 7.13738
C25 6.46765 -17.83119 6.09490
C26 5.71123 -16.70016 5.96472
C27 4.77722 -16.58376 4.96632
C28 4.62186 -17.67500 4.05624
N6 5.36495 -18.70500 4.05989
C29 6.22897 -18.90844 5.09704
C30 8.66961 -22.45639 3.00610
C31 9.89280 -21.86195 3.40048
C32 10.85633 -21.46188 2.49448
C33 10.58492 -21.63676 1.16815
C34 9.34507 -22.13914 0.72997
C35 8.41201 -22.60270 1.62621
H25 8.55286 -21.13774 6.32663
H26 8.91808 -19.29780 7.92086
H27 7.49507 -17.19145 7.85863
H28 5.72079 -15.93913 6.71645
H29 4.17155 -15.63891 4.93358
H30 3.80409 -17.46370 3.33081
H31 10.10792 -21.85745 4.39327
H32 11.74814 -21.07711 2.82369
H33 11.29492 -21.29083 0.36994
H34 9.23568 -22.28926 -0.37351
H35 7.51563 -23.07070 1.28476
Br1 4.57084 -28.57663 -0.89186
C36 4.49296 -26.77022 -0.44310
C37 5.19293 -26.14202 0.64711
C38 5.22875 -24.75173 0.61350
C39 4.54451 -23.99918 -0.33504
C40 3.80804 -24.72794 -1.30421
N7 3.81513 -26.07532 -1.34126
H36 5.73411 -26.67789 1.37923
H37 5.75526 -24.27511 1.44714
H38 4.56718 -22.91562 -0.45789
H39 3.35744 -24.23435 -2.16629

Atomic forces in eV per Å
Tl -0.1 0.0 0.0
C -0.7 0.6 0.8
C 1.1 -1.4 0.8
N 0.2 0.5 -1.7
C 0.6 -0.5 0.9
C -1.4 0.6 -0.4
S 0.4 0.1 0.0
C 0.5 -0.2 0.7
C -1.2 -0.9 -2.6
N -1.2 -0.4 0.1
H -0.4 0.3 -0.6
H 0.2 0.2 0.2
H -0.4 0.4 0.0
H 0.8 0.4 -1.2
H 0.5 -0.1 0.7
H 0.0 0.0 -0.1
H -1.6 0.1 -0.4
H 0.4 -0.6 0.4
H 0.6 0.4 0.2
H 0.1 0.4 1.0
H 0.0 -0.9 0.0
H -0.3 -0.1 0.3
H 0.5 1.2 0.3
H 1.2 0.1 0.3
O -2.6 0.7 0.0
C 2.8 -0.7 1.1
O -1.8 0.5 -1.7
C -0.3 0.3 -1.0
C 0.4 -0.6 2.3
C 1.7 -1.2 2.6
C -0.1 -0.2 -1.3
C -1.1 -0.7 1.8
C 0.4 0.3 0.2
N 0.6 1.4 -0.9
C 0.5 -1.9 -2.6
C -0.8 0.8 1.1
C 0.0 0.0 -0.3
C 0.3 -0.3 -1.9
C -0.6 0.2 2.2
C -0.5 0.2 -1.2
N -0.5 0.5 -0.5
H 2.0 -0.7 0.5
H -1.7 0.3 -0.9
H 0.0 1.0 -2.3
H 0.3 0.0 -0.2
H -0.4 0.1 -0.4
H -0.8 0.4 1.8
H -0.4 -0.1 0.3
H 0.9 -0.4 0.7
H 1.1 -0.7 -0.1
H 0.0 0.2 0.8
S 0.6 0.4 0.3
C 1.0 -0.1 -1.0
S -1.2 -0.5 0.7
S 0.5 0.6 -0.1
O -0.1 0.8 -2.5
S -2.2 -0.9 1.9
O 1.2 0.2 0.1
N 0.5 -1.3 0.3
C 1.3 0.2 -0.2
C -0.3 -1.2 1.7
C 0.0 0.3 -0.3
C 0.1 0.7 0.0
C 0.5 -3.4 -1.1
C -1.8 1.1 -0.5
C 0.0 0.3 0.5
C -2.1 3.8 -0.1
N 0.5 -2.4 0.7
C 0.7 2.6 0.9
C 1.3 1.3 -0.8
C -1.4 -1.2 -2.0
C -2.0 -1.2 -0.3
C -0.1 0.8 -2.3
C 1.3 -0.6 -1.1
C 0.2 0.2 1.0
H -0.4 1.5 -0.9
H -0.3 -0.2 -0.4
H 0.2 -0.9 -0.4
H 0.5 0.5 0.4
H 0.4 -1.3 -0.3
H 1.0 -0.9 -0.1
H 0.4 0.4 2.9
H 2.0 0.9 0.7
H -0.6 -0.4 1.0
H -0.2 0.2 1.2
H -0.5 0.0 -0.1
Br 0.2 -1.1 0.4
C 0.4 2.6 0.9
C -1.3 -0.3 -2.6
C -0.1 0.3 1.1
C -0.8 -1.0 -1.4
C 1.3 -0.1 0.6
N 0.1 0.4 0.0
H 0.4 -0.6 0.6
H -0.1 0.1 -0.3
H 0.1 -0.2 0.4
H -0.3 0.0 0.5

Properties
multiplicity = 1
net charge = -2
energy relative to the best compared isomer or geometry (same formula, charge and spin) = 0.0 kcal/mol
max |F| = 4.4 eV/A
calculated total energy = -189646.4525 eV
HOMO-LUMO gap = 5.953 eV
HOMO level = -2.28 eV

Mulliken population analysis, charges in e, atoms 1 to 5: 0.91 -0.71 -0.41 0.46 -0.98